ORCA calculation (ωB97M-V/def2-TZVPD) on a gas-phase ion, C3H6Br2N3 (charge +1) at a distorted geometry.

Computed properties:
Kohn-Sham gap in eV: 9.54
SMILES: C[N@H+]1N=CN(Br)[C@@H]1Br
E in eV: -147753.6345
Relative energy (zero: lowest compared OMol25 entry of this formula, charge and spin) in kcal per mole: 30.8
Net charge: +1

Each line ends with the natural charge from an NBO analysis.
Element x y z (Å)
C  -0.6960  0.9018  1.3042  0.284
C  -0.7844  -0.7231  -0.3059  0.025
C  1.6363  0.0973  -0.6789  -0.441
N  0.4818  0.4113  1.3266  -0.304
N  -1.5189  0.3889  0.3886  -0.517
N  0.6165  -0.4739  0.2371  -0.252
Br  -1.5328  -2.4448  0.2419  0.138
Br  -2.9525  1.2468  -0.4628  0.353
H  -1.0616  1.6571  1.8925  0.246
H  -0.8308  -0.5817  -1.4019  0.262
H  1.6805  -0.3203  -1.6592  0.241
H  1.3255  1.1150  -0.8483  0.233
H  2.6456  0.1437  -0.4905  0.270
H  0.9907  -1.4181  0.4568  0.461